[1]
The following is a DFT calculation (ωB97M-V/def2-TZVPD) of a structure of composition C3H4BNO3S in a non-equilibrium geometry.

Summary:
**Molecular weight**: 144.95 g/mol
**LUMO energy**: 0.316 eV

XYZ file:
```
13
Properties=species:S:1:pos:R:3:forces:R:3
B 1.581889 -1.433131 -0.271495 -0.72 -2.40 0.91
C -2.036731 1.439933 -0.199968 -2.98 1.59 0.63
C -1.552445 2.008755 0.907703 2.04 0.24 0.77
C -0.131138 0.531609 -0.208124 3.59 -1.77 -1.90
N -1.231444 0.595941 -0.836858 2.05 -1.84 -1.15
O 0.760402 -1.806342 0.790204 0.69 3.09 -0.31
O 2.472825 -2.385693 -0.755968 1.66 1.86 -1.95
O 1.370892 -0.262456 -0.839477 -3.78 4.01 0.43
S 0.129023 1.467711 1.171410 -1.29 0.27 -0.27
H -3.084312 1.708847 -0.509663 1.33 -0.69 -0.14
H -1.934891 2.818028 1.475667 -0.43 0.27 0.53
H 0.598474 -2.698692 0.788065 -0.39 -3.41 0.34
H 3.057457 -1.984509 -1.511495 -1.76 -1.21 2.10
```
Positions in Å, forces in eV/Å.

---

[2]
The following is a DFT calculation (ωB97M-V/def2-TZVPD) of a structure of composition C3H4BaO3 in a non-equilibrium geometry.

Summary:
**Molecular weight**: 225.39 g/mol
**LUMO energy**: -0.915 eV

XYZ file:
```
11
Properties=species:S:1:pos:R:3:forces:R:3
C -0.555268 2.169713 0.139580 -0.08 0.60 0.92
O -0.612945 1.857965 -1.089962 -0.95 0.17 0.51
O 0.986319 -0.909542 -1.133142 -0.13 0.21 -0.93
O -0.541677 1.118011 0.984700 0.62 0.16 0.36
C 0.725590 -0.977341 0.212563 1.58 1.07 0.67
C -0.553798 -0.287406 0.671639 -0.73 -0.25 0.12
H 0.609140 -2.044766 0.489791 0.34 0.41 0.40
H -0.809407 -0.746356 1.637385 -0.19 0.16 -0.30
H -1.367553 -0.465614 -0.049170 0.16 -0.23 0.11
Ba 0.487563 0.718930 -2.601377 0.99 -0.92 -1.71
H 1.632038 -0.433599 0.737994 -1.60 -1.39 -0.16
```
Positions in Å, forces in eV/Å.

---

[3]
The following is a DFT calculation (ωB97M-V/def2-TZVPD) of a structure of composition C3H4BiMgO4 in a non-equilibrium geometry.

Summary:
**Molecular weight**: 337.35 g/mol
**LUMO energy (spin up / spin down)**: -8.730 / -9.073 eV
**Charge**: +2
**Multiplicity**: 2

XYZ file:
```
13
Properties=species:S:1:pos:R:3:forces:R:3
O -0.983386 1.728427 0.412452 2.43 -4.56 -2.58
C -0.698709 0.509318 -0.067767 -6.39 1.94 3.77
O -1.256509 -0.594262 0.583654 3.15 2.24 -3.18
C -2.637993 -0.458957 1.022350 -1.34 0.22 1.14
Mg -2.611332 1.618291 1.418740 -0.64 -0.35 0.47
H 1.223123 0.122144 -0.462096 4.76 -0.94 -0.80
H -2.752965 -1.173726 1.850723 0.10 0.43 -0.25
H -3.291303 -0.819751 0.204511 0.53 0.16 0.22
H -0.594910 0.345625 -1.155084 1.36 0.07 0.44
O 2.919905 -1.333182 -0.885258 -1.84 -0.44 0.58
C 2.534753 -0.142413 -0.736457 -5.90 1.20 0.84
O 3.344237 0.805618 -0.923257 -1.48 1.07 0.55
Bi 4.805086 -0.607135 -1.262514 5.25 -1.04 -1.21
```
Positions in Å, forces in eV/Å.

---

[4]
The following is a DFT calculation (ωB97M-V/def2-TZVPD) of a cluster of 2 separate species, C3H4Br2N2 in total in a non-equilibrium geometry.

Summary:
**Molecular weight**: 227.89 g/mol
**LUMO energy (spin up / spin down)**: -0.102 / -1.278 eV

XYZ file:
```
11
Properties=species:S:1:pos:R:3:forces:R:3
C -1.072540 1.481759 1.992393 -0.38 -0.41 0.71
C -0.381630 1.897552 0.892104 0.92 -0.27 -1.72
C -0.423269 -0.467056 -0.797235 0.53 0.71 1.02
N -1.661548 1.054262 2.892383 -0.18 -0.10 0.30
N 0.787115 -0.879822 -0.385215 -0.46 0.04 -0.45
Br 1.514453 1.837311 0.921106 -0.38 0.19 0.15
Br -0.619922 0.291963 -2.473682 0.08 -0.05 -0.07
H -0.792544 2.583809 0.171896 0.02 0.05 0.06
H -1.311174 -0.818017 -0.301085 -0.03 -0.05 0.02
H 0.854953 -1.208297 0.569587 0.01 0.04 -0.11
H 1.601981 -0.383464 -0.733516 -0.14 -0.14 0.09
```
Positions in Å, forces in eV/Å.

---

[5]
The following is a DFT calculation (ωB97M-V/def2-TZVPD) of an isolated molecule of C3H4BrF in a non-equilibrium geometry.

Summary:
**Molecular weight**: 138.97 g/mol
**LUMO energy (spin up / spin down)**: 0.119 / 0.246 eV

XYZ file:
```
9
Properties=species:S:1:pos:R:3:forces:R:3
C -0.356746 0.606001 -0.028018 -0.90 0.64 -0.07
C 0.374494 -0.576343 0.185496 -1.27 -3.91 0.79
C 0.472161 -0.623909 1.678038 0.41 0.56 0.79
F 1.553537 0.063897 2.103519 -0.31 -0.04 0.48
Br -0.977330 -0.569170 2.912787 0.36 -0.05 -0.34
H 0.309144 1.359093 -0.361796 -0.52 1.58 -0.01
H -1.402293 0.616032 0.318778 0.78 0.63 -0.58
H -0.102654 -1.519131 -0.146346 0.17 0.34 -0.05
H 1.392083 -0.605208 -0.068747 1.28 0.23 -1.01
```
Positions in Å, forces in eV/Å.

---

[6]
The following is a DFT calculation (ωB97M-V/def2-TZVPD) of an isolated molecule of C3H4BrN in a non-equilibrium geometry.

Summary:
**Molecular weight**: 133.98 g/mol
**LUMO energy**: 0.084 eV
**SMILES**: C#CCNBr

XYZ file:
```
9
Properties=species:S:1:pos:R:3:forces:R:3
C -0.871528 2.014483 -0.300344 2.04 -5.59 0.73
C -0.535508 0.863152 -0.069974 -1.56 3.76 -0.19
C -0.428991 -0.492539 0.206021 2.65 -4.01 -1.17
N 1.076448 -1.025282 -0.630050 -2.51 1.74 1.34
Br 2.644073 -0.248824 0.188874 -0.92 -0.18 -0.18
H -1.341199 2.878316 -0.198135 -1.38 3.60 -0.12
H -1.242710 -1.137493 -0.223310 0.88 0.80 -0.40
H -0.371543 -0.933543 1.224489 0.40 1.30 -0.25
H 1.070959 -1.918266 -0.197573 0.40 -1.40 0.24
```
Positions in Å, forces in eV/Å.

---

[7]
The following is a DFT calculation (ωB97M-V/def2-TZVPD) of a structure of composition C3H4BrNO in a non-equilibrium geometry.

Summary:
**Molecular weight**: 149.98 g/mol
**LUMO energy**: 0.819 eV

XYZ file:
```
10
Properties=species:S:1:pos:R:3:forces:R:3
C -0.220632 1.087935 0.001155 1.30 -0.28 -2.38
C 0.534532 -0.796838 0.194930 0.19 -3.20 -0.27
C -0.578656 -0.246645 -0.652940 -1.54 0.96 2.94
N 0.921510 0.550760 0.465191 -1.51 -1.39 -0.96
O -0.577984 2.202545 -0.089179 -1.28 2.01 0.38
Br -2.312799 -0.615735 0.045109 -0.95 -0.67 -0.24
H 0.007735 -1.439053 0.980838 1.43 0.96 -0.45
H 1.277354 -1.392888 -0.388376 -0.41 0.36 0.69
H -0.529046 -0.282734 -1.667795 0.02 -0.21 -2.78
H 1.477987 0.932657 1.111063 2.75 1.47 3.06
```
Positions in Å, forces in eV/Å.

---

[8]
The following is a DFT calculation (ωB97M-V/def2-TZVPD) of a cluster of 2 separate species, C3H4BrNO in total in a non-equilibrium geometry.

Summary:
**Molecular weight**: 149.98 g/mol
**LUMO energy**: -0.675 eV

XYZ file:
```
10
Properties=species:S:1:pos:R:3:forces:R:3
C -1.791362 1.107892 0.826778 2.59 -0.60 -2.55
C 1.049414 -1.206261 0.214064 0.15 0.78 -2.98
C -0.216254 0.625923 -0.658745 0.71 -0.64 4.89
N -2.674789 1.378630 1.505817 -0.72 0.19 0.66
O -0.078802 -0.719978 -0.495370 -1.45 2.61 -2.27
Br -0.757067 1.344827 -2.247523 -0.37 -0.09 -0.56
H 0.839733 -2.236874 0.197208 0.49 -1.24 0.71
H 1.089404 -0.671062 1.065692 0.00 0.87 3.75
H 1.948919 -0.888399 -0.309562 0.23 -0.64 -0.41
H 0.590803 1.265303 -0.098360 -1.63 -1.22 -1.25
```
Positions in Å, forces in eV/Å.

---

[9]
The following is a DFT calculation (ωB97M-V/def2-TZVPD) of a cluster of 2 separate species, C3H4BrNO in total in a non-equilibrium geometry.

Summary:
**Molecular weight**: 149.98 g/mol
**LUMO energy**: 0.526 eV
**SMILES**: N=C=CBr.C=O

XYZ file:
```
10
Properties=species:S:1:pos:R:3:forces:R:3
N -0.277843 2.287716 0.677026 1.18 1.21 1.46
C -0.526723 1.384168 -0.066439 -0.86 0.14 -1.08
C -1.112568 0.525058 -0.844969 -0.82 -0.96 0.35
Br -1.872600 -0.930101 0.150204 -0.32 0.07 -0.39
H 0.636084 2.374092 1.155392 -0.59 -0.30 -0.60
H -1.209800 0.455784 -1.908841 0.26 0.22 -0.09
C 1.103608 -1.527846 0.197718 -0.18 -1.84 1.52
O 1.128750 -0.356476 0.353579 1.30 1.23 0.81
H 1.003702 -1.928250 -0.792839 0.06 -0.71 -0.88
H 1.127390 -2.284144 1.079168 -0.01 0.95 -1.09
```
Positions in Å, forces in eV/Å.

---

[10]
The following is a DFT calculation (ωB97M-V/def2-TZVPD) of an isolated molecule of C3H4BrNO4 in a non-equilibrium geometry.

Summary:
**Molecular weight**: 197.97 g/mol
**LUMO energy (spin up / spin down)**: 0.162 / -1.965 eV

XYZ file:
```
13
Properties=species:S:1:pos:R:3:forces:R:3
C 0.921708 0.541472 0.558748 -0.29 1.60 0.69
C -0.412743 -0.756348 -0.821730 -0.46 -0.25 0.33
C -0.749972 1.386393 -1.887972 1.70 -0.75 -0.56
N -1.537874 2.035881 -0.967568 -0.61 0.33 0.89
O -1.489857 3.258314 -0.914060 -0.20 0.05 0.05
O -2.230200 1.321856 -0.228530 -0.25 0.00 0.00
O 0.828134 -0.453612 -0.287137 0.12 -1.47 -1.02
O -0.661318 0.066477 -1.988628 -0.24 0.91 -0.15
Br 0.426597 2.453763 -2.876735 -0.25 -0.44 -0.08
H 1.904407 0.941916 0.719514 0.17 -0.08 0.00
H 0.057486 0.889900 1.108415 -0.10 -0.11 -0.04
H -0.382191 -1.770942 -1.221834 0.07 0.28 0.08
H -1.230341 -0.600801 -0.104319 0.36 -0.06 -0.19
```
Positions in Å, forces in eV/Å.

---

[11]
The following is a DFT calculation (ωB97M-V/def2-TZVPD) of a cluster of 2 separate species, C3H4BrO3 in total in a non-equilibrium geometry.

Summary:
**Molecular weight**: 167.97 g/mol
**LUMO energy**: 3.585 eV
**Charge**: -1

XYZ file:
```
11
Properties=species:S:1:pos:R:3:forces:R:3
C -0.872306 -0.305614 -0.422767 -2.44 -0.99 -3.52
C -0.004846 -1.125603 0.430664 0.51 -3.40 -0.92
C -0.068617 1.759644 0.488544 0.48 1.70 -1.12
O -1.664617 -0.870790 -1.196391 2.01 2.39 2.12
O -0.842174 1.128355 -0.432886 -2.37 -2.02 0.62
O -0.434494 2.701953 1.163469 0.62 -2.08 -0.92
Br 2.362949 -0.375368 -1.889755 0.11 0.12 0.03
H 0.278670 -0.664896 1.337637 0.45 0.33 1.05
H 0.934990 -1.511295 -0.168859 -1.56 1.42 0.88
H -0.583937 -2.133924 0.585929 0.87 2.09 0.10
H 0.894377 1.397535 0.104416 1.32 0.44 1.68
```
Positions in Å, forces in eV/Å.

---

[12]
The following is a DFT calculation (ωB97M-V/def2-TZVPD) of the ion C3H4BrOS with charge -1 in a non-equilibrium geometry.

Summary:
**Molecular weight**: 168.04 g/mol
**LUMO energy**: 3.208 eV
**Charge**: -1
**SMILES**: [O-]C(=S)CCBr

XYZ file:
```
10
Properties=species:S:1:pos:R:3:forces:R:3
O -1.260486 -1.452246 -0.532020 0.22 -0.23 -0.19
C -1.377766 -0.245615 -0.313456 0.62 0.13 0.53
S -2.747456 0.641822 -0.253178 -2.38 1.19 -0.08
C -0.114808 0.605713 -0.037271 0.93 0.16 2.63
C 0.960807 -0.352789 0.351926 -0.09 -1.64 0.12
Br 2.742511 0.039037 -0.333623 0.34 0.05 -0.40
H 0.183794 1.063417 -0.908109 0.43 0.87 -2.48
H -0.124564 1.504316 0.667551 -0.86 -1.43 -0.59
H 1.190864 -0.476193 1.403417 -0.44 0.19 0.22
H 0.547102 -1.327464 -0.045235 1.22 0.71 0.25
```
Positions in Å, forces in eV/Å.

---

[13]
The following is a DFT calculation (ωB97M-V/def2-TZVPD) of a structure of composition C3H4CdO4 in a non-equilibrium geometry.

Summary:
**Molecular weight**: 216.47 g/mol
**LUMO energy (spin up / spin down)**: 3.247 / 3.068 eV
**Charge**: -1
**Multiplicity**: 2

XYZ file:
```
12
Properties=species:S:1:pos:R:3:forces:R:3
C 1.308831 -0.563126 0.736124 -1.91 -0.34 0.16
C 0.369644 -0.268495 -0.252080 0.63 -1.75 0.51
O -0.739316 -1.089742 -0.461822 1.40 0.01 0.43
C -1.844262 -0.498747 -1.045937 -1.92 -0.04 0.56
O -2.773732 -1.261008 -1.287521 0.65 0.08 -0.25
O -1.844299 0.766033 -1.123543 -1.07 -2.42 -1.82
O 2.395770 0.244116 0.792844 1.15 0.42 -0.17
Cd -0.922505 2.403508 -0.446250 1.33 2.40 1.49
H 0.907273 -0.865803 1.708443 0.30 -0.36 -0.35
H 0.824135 0.041947 -1.204478 -0.47 1.00 0.41
H 2.726524 0.305790 1.693739 -0.17 -0.06 -0.13
H -0.408063 0.785525 0.890483 0.07 1.06 -0.84
```
Positions in Å, forces in eV/Å.

---

[14]
The following is a DFT calculation (ωB97M-V/def2-TZVPD) of a cluster of 2 separate species, C3H4Cl2N in total in a non-equilibrium geometry.

Summary:
**Molecular weight**: 124.98 g/mol
**LUMO energy**: -6.969 eV
**Charge**: +1

XYZ file:
```
10
Properties=species:S:1:pos:R:3:forces:R:3
C 2.310006 -1.097531 -1.138930 -3.43 0.21 -0.43
C -1.442285 0.577219 -0.075355 0.04 0.85 -0.49
C -1.164921 -0.779320 0.264817 -0.74 -1.29 -1.02
N 1.158000 -1.171347 -0.945591 3.71 -0.04 -0.44
Cl -3.031213 0.824609 -0.603939 -2.02 0.57 -0.61
Cl -2.234183 -2.017206 0.223020 0.31 0.75 0.21
H 3.251508 -0.893527 -1.611022 0.30 -0.24 0.43
H -1.321126 1.082771 0.883985 0.40 0.40 0.46
H -0.788644 1.103246 -0.822990 0.22 -1.00 0.94
H -0.168602 -1.085460 0.383459 1.20 -0.21 0.95
```
Positions in Å, forces in eV/Å.

---

[15]
The following is a DFT calculation (ωB97M-V/def2-TZVPD) of an isolated molecule of C3H4Cl2N2 in a non-equilibrium geometry.

Summary:
**Molecular weight**: 138.99 g/mol
**LUMO energy**: 0.298 eV
**SMILES**: [H]/N=C(Cl)/C(N)=C/Cl

XYZ file:
```
11
Properties=species:S:1:pos:R:3:forces:R:3
H 2.526144 1.298933 0.518053 0.87 0.12 -0.07
N 1.533991 1.210184 0.454574 -0.07 -0.16 -0.33
C 1.167984 0.085087 0.031597 1.38 0.58 1.09
Cl 2.267773 -1.225734 -0.338278 0.05 -0.05 -0.21
C -0.236884 -0.170580 -0.007465 -2.12 0.30 -0.15
N -0.975458 0.809448 0.643365 -1.32 -1.21 0.72
C -0.771029 -1.201614 -0.662134 -1.07 0.98 0.55
Cl -2.489169 -1.158337 -0.994567 0.63 -0.60 0.10
H -0.876117 1.735837 0.368492 0.91 1.73 -0.43
H -1.957519 0.662993 0.870660 0.52 -0.66 -0.52
H -0.189716 -2.046216 -0.884298 0.22 -1.03 -0.76
```
Positions in Å, forces in eV/Å.

---

[16]
The following is a DFT calculation (ωB97M-V/def2-TZVPD) of an isolated molecule of C3H4Cl2S in a non-equilibrium geometry.

Summary:
**Molecular weight**: 143.04 g/mol
**LUMO energy**: 0.731 eV
**SMILES**: SC/C(Cl)=C/Cl

XYZ file:
```
10
Properties=species:S:1:pos:R:3:forces:R:3
S 2.100318 -1.455335 -1.104079 -0.31 -0.29 -0.32
C 1.183621 -1.090862 0.417513 -1.74 0.54 -2.20
C -0.019921 -0.119423 0.290234 0.74 -0.09 0.48
Cl -1.339973 -0.522913 -0.817314 1.05 0.09 0.74
C -0.078356 0.994810 1.035582 0.62 -0.62 0.34
Cl -1.372402 2.069915 1.104169 -1.09 0.64 -0.34
H 2.533253 -0.219125 -1.285008 0.22 0.43 -0.13
H 1.920270 -0.799676 1.074411 1.15 1.34 1.79
H 0.901672 -2.051966 0.748667 -0.85 -1.10 0.38
H 0.638047 1.349944 1.790705 0.22 -0.93 -0.73
```
Positions in Å, forces in eV/Å.